Density functional theory data (ωB97M-V/def2-TZVPD) for a single C7H4O molecule in a non-equilibrium geometry.

```
! wB97M-V def2-TZVPD RIJCOSX def2/J DEFGRID3
* xyz 0 1
C 3.456 -0.176 0.150
C 2.211 -0.214 0.054
C 0.881 -0.667 -0.203
C -0.386 -0.069 -0.144
C -1.473 -0.946 -0.176
C -2.494 -1.590 0.153
C -0.483 1.366 0.079
O -1.587 1.966 -0.013
H 4.450 0.033 0.094
H 0.856 -1.697 -0.357
H -3.374 -2.089 0.736
H 0.488 1.796 0.161
*
```

Calculated values
HOMO ... -9.07 eV
Relative energy (zero: lowest compared OMol25 entry of this formula, charge and spin) ... 36.74 kcal per mole
SMILES string ... C#C/C=C(/C#C)C=O
DFT total energy ... -344.1690 Eh
Lowest unoccupied orbital energy ... -1.1781 eV

These are the natural (NBO) partial charges, in e, on atoms 1 to 2: number 1, C, carries -0.143; number 2, C, carries -0.074

Density functional theory data (ωB97M-V/def2-TZVPD) for a single C4H6N2OS molecule in a non-equilibrium geometry.

```
! wB97M-V def2-TZVPD RIJCOSX def2/J DEFGRID3
* xyz 0 1
N -1.361 -2.265 -0.503
C -0.620 -0.977 -0.516
O 0.016 -0.769 -1.574
C -0.971 -0.099 0.514
C -0.119 0.779 1.045
C 1.083 1.554 0.525
N 1.800 1.169 -0.620
S 1.358 3.095 1.008
H -1.857 -2.488 0.367
H -1.186 -3.044 -1.319
H -1.628 -0.626 1.134
H -0.591 1.424 1.845
H 2.766 1.781 -0.703
H 1.311 0.467 -1.204
*
```

Calculated values
HOMO ... -8.50 eV
Relative energy (zero: lowest compared OMol25 entry of this formula, charge and spin) ... 76.65 kcal per mole
SMILES string ... NC(=O)/C=C\C(N)=S
DFT total energy ... -738.8825 Eh
Lowest unoccupied orbital energy ... -1.1114 eV

These are the natural (NBO) partial charges, in e, on atoms 1 to 2: number 1, N, carries -0.868; number 2, C, carries 0.644

Density functional theory data (ωB97M-V/def2-TZVPD) for a molecular structure, C45H37AsBrCl2N5O2SSc.

```
! wB97M-V def2-TZVPD RIJCOSX def2/J DEFGRID3
* xyz 1 1
Sc -0.084 -0.388 -0.386
Cl -0.872 0.210 2.237
C -2.664 0.173 2.273
Cl -3.362 0.499 0.696
H -2.982 0.937 2.972
H -2.958 -0.819 2.596
Br 1.688 3.251 5.489
C 3.147 2.259 4.804
C 3.065 0.874 4.755
C 4.108 0.148 4.205
C 5.221 0.816 3.706
C 5.333 2.191 3.849
C 4.283 2.926 4.378
N 6.348 0.151 3.091
N 6.211 -0.638 2.150
C 4.906 -0.904 1.593
C 4.479 -2.204 1.568
C 3.164 -2.547 1.185
C 2.282 -1.562 0.810
O 1.004 -1.744 0.507
C 2.766 -0.224 0.710
N 1.861 0.686 0.251
C 2.235 1.939 0.133
C 3.538 2.374 0.423
C 4.455 1.470 0.880
C 4.077 0.124 1.070
H 2.189 0.368 5.137
H 4.039 -0.929 4.149
H 6.239 2.685 3.521
H 4.351 4.001 4.464
H 5.155 -2.975 1.913
H 2.830 -3.574 1.240
H 1.489 2.633 -0.217
H 3.799 3.412 0.276
H 5.470 1.778 1.090
S 0.391 -0.913 -2.758
C -0.520 -2.321 -3.346
C -0.283 -2.703 -4.672
C -0.939 -3.781 -5.233
C -1.850 -4.519 -4.485
C -2.087 -4.159 -3.172
C -1.440 -3.063 -2.603
As -1.746 -2.671 -0.731
C -3.673 -2.651 -0.573
C -4.483 -2.347 -1.659
C -5.855 -2.203 -1.486
C -6.421 -2.360 -0.231
C -5.616 -2.661 0.860
C -4.247 -2.798 0.690
C -1.250 -4.402 0.006
C 0.106 -4.713 0.050
C 0.515 -5.972 0.458
C -0.423 -6.927 0.827
C -1.773 -6.624 0.770
C -2.190 -5.365 0.354
H 0.435 -2.141 -5.254
H -0.734 -4.053 -6.260
H -2.358 -5.371 -4.917
H -2.780 -4.743 -2.576
H -4.052 -2.228 -2.646
H -6.480 -1.973 -2.338
H -7.490 -2.254 -0.103
H -6.055 -2.792 1.840
H -3.627 -3.037 1.548
H 0.838 -3.975 -0.247
H 1.570 -6.213 0.481
H -0.101 -7.910 1.145
H -2.511 -7.369 1.039
H -3.250 -5.157 0.291
C -1.474 5.922 -2.380
N -1.041 4.532 -2.452
N -0.929 3.771 -1.309
C -0.895 2.442 -1.672
O -0.737 1.518 -0.813
C -1.079 2.392 -3.066
C -1.179 3.693 -3.500
C -1.456 4.214 -4.865
C -0.409 4.323 -0.100
C 0.659 5.211 -0.153
C 1.224 5.659 1.031
C 0.744 5.200 2.251
C -0.327 4.319 2.287
C -0.923 3.888 1.111
H -1.823 6.127 -1.371
H -2.296 6.078 -3.074
H -0.655 6.598 -2.619
H -1.100 1.492 -3.654
H -1.225 3.447 -5.599
H -0.862 5.100 -5.084
H -2.511 4.475 -4.972
H 1.063 5.521 -1.109
H 2.055 6.351 0.999
H 1.202 5.530 3.173
H -0.701 3.965 3.239
H -1.756 3.202 1.117
*
```

Calculated values
HOMO ... -9.75 eV
DFT total energy ... -9050.2862 Eh
Lowest unoccupied orbital energy ... -2.6219 eV

These are the natural (NBO) partial charges, in e, on atoms 1 to 2: number 1, Sc, carries 1.595; number 2, Cl, carries 0.054

Density functional theory data (ωB97M-V/def2-TZVPD) for 11 unconnected molecules or ions with the total composition C38H64Br2O6 in a non-equilibrium geometry.

```
! wB97M-V def2-TZVPD RIJCOSX def2/J DEFGRID3
* xyz 0 1
C -3.020 -5.712 -1.953
C -3.471 -6.994 -2.229
C -3.012 -8.016 -1.391
C -2.284 -7.778 -0.241
C -1.871 -6.476 0.043
C -2.164 -5.475 -0.884
H -3.251 -4.928 -2.665
H -3.956 -7.257 -3.157
H -3.293 -9.050 -1.567
H -1.953 -8.589 0.394
H -1.196 -6.249 0.857
H -1.690 -4.518 -0.700
C 1.529 3.308 -4.949
C 0.833 3.728 -6.087
C -0.330 3.041 -6.411
C -0.749 1.950 -5.659
C -0.041 1.525 -4.557
C 1.137 2.190 -4.244
H 2.399 3.837 -4.574
H 1.205 4.544 -6.689
H -0.925 3.375 -7.253
H -1.622 1.409 -6.002
H -0.362 0.635 -4.030
H 1.753 1.878 -3.409
C 1.558 6.919 0.607
C 2.202 5.861 -0.049
C 2.312 4.638 0.593
C 1.916 4.505 1.934
C 1.306 5.549 2.600
C 1.181 6.765 1.928
H 1.505 7.890 0.134
H 2.573 6.005 -1.055
H 2.706 3.804 0.024
H 2.111 3.557 2.420
H 0.994 5.383 3.622
H 0.656 7.582 2.413
C 1.414 0.499 0.574
C 0.701 0.309 -0.599
C 0.156 -0.964 -0.822
C 0.324 -1.990 0.102
C 1.008 -1.764 1.293
C 1.528 -0.510 1.537
H 1.911 1.446 0.728
H 0.554 1.072 -1.351
H -0.269 -1.321 -1.754
H -0.003 -3.000 -0.111
H 1.126 -2.565 2.010
H 2.147 -0.334 2.411
Br 4.464 -0.698 3.910
C 4.578 -2.518 4.649
C 3.811 -3.496 3.774
Br 3.621 -5.218 4.663
H 4.120 -2.483 5.636
H 5.604 -2.829 4.831
H 4.255 -3.629 2.791
H 2.835 -3.053 3.581
C -3.852 -1.243 0.896
C -3.360 -0.030 1.647
O -2.291 0.620 0.920
H -3.056 -1.935 0.618
H -4.329 -0.950 -0.040
H -4.536 -1.795 1.547
H -2.919 -0.332 2.605
H -4.121 0.709 1.886
H -1.545 0.006 0.936
C 5.017 -0.084 -3.080
C 3.591 -0.552 -3.343
O 3.464 -0.661 -4.768
H 5.142 -0.067 -1.994
H 5.164 0.920 -3.473
H 5.718 -0.771 -3.547
H 2.839 0.164 -2.994
H 3.367 -1.498 -2.839
H 2.585 -1.017 -4.946
C -1.596 2.479 3.239
C -0.167 1.966 3.169
O 0.542 2.016 4.393
H -2.205 1.785 3.827
H -2.033 2.459 2.240
H -1.640 3.456 3.720
H 0.336 2.443 2.318
H -0.190 0.908 2.893
H 0.686 2.920 4.689
C -0.959 4.200 0.429
C -2.448 3.876 0.305
O -2.664 2.877 -0.690
H -0.348 3.324 0.624
H -0.902 4.907 1.259
H -0.682 4.663 -0.517
H -3.006 4.779 0.057
H -2.826 3.455 1.246
H -2.628 1.992 -0.303
C 0.593 -2.704 5.915
C 0.410 -1.443 5.094
O 1.320 -0.454 5.551
H 1.647 -2.958 6.035
H 0.108 -3.543 5.412
H 0.163 -2.554 6.905
H -0.625 -1.097 5.189
H 0.622 -1.665 4.044
H 1.062 0.384 5.123
C -3.053 -0.742 -3.976
C -3.365 -2.224 -4.210
O -2.326 -2.832 -4.930
H -3.919 -0.208 -3.592
H -2.742 -0.226 -4.881
H -2.247 -0.763 -3.242
H -4.322 -2.249 -4.752
H -3.598 -2.726 -3.265
H -2.450 -3.780 -5.018
*
```

Calculated values
HOMO ... -9.27 eV
Relative energy (zero: lowest compared OMol25 entry of this formula, charge and spin) ... 0.00 kcal per mole
SMILES string ... c1ccccc1.c1ccccc1.c1ccccc1.c1ccccc1.BrCCBr.CCO.CCO.CCO.CCO.CCO.CCO
DFT total energy ... -7085.7034 Eh
Lowest unoccupied orbital energy ... 0.3336 eV

These are the Mulliken partial charges, in e, on atoms 1 to 2: number 1, C, carries 0.009; number 2, C, carries -0.686

Density functional theory data (ωB97M-V/def2-TZVPD) for a molecular structure, C34H33ClFN2O7Pt.

```
! wB97M-V def2-TZVPD RIJCOSX def2/J DEFGRID3
* xyz -1 1
Pt 0.519 0.030 0.401
O 0.937 -0.362 2.379
C 2.093 -0.240 2.785
C 3.286 -0.510 2.026
C 4.493 -0.481 2.730
C 5.667 -0.831 2.120
C 5.683 -1.215 0.766
C 4.525 -1.245 0.054
C 3.265 -0.895 0.638
O 2.237 -0.937 -0.114
N 6.903 -0.813 2.879
O 7.934 -1.119 2.303
O 6.856 -0.496 4.057
H 2.228 0.037 3.838
H 4.500 -0.189 3.772
H 6.627 -1.475 0.307
H 4.519 -1.519 -0.993
C 0.537 -2.070 -4.602
C 1.176 -1.707 -3.258
C 2.252 -2.730 -2.888
C 1.732 -0.290 -3.273
C 2.736 0.007 -4.186
C 3.303 1.268 -4.238
C 2.852 2.240 -3.363
C 1.832 1.997 -2.442
C 1.429 3.173 -1.565
C -0.077 3.442 -1.526
C 2.038 3.089 -0.162
C 1.260 0.713 -2.396
N 0.171 0.380 -1.543
C -1.048 0.197 -2.149
C -1.353 0.774 -3.400
C -2.567 0.586 -4.040
C -3.562 -0.188 -3.464
C -3.302 -0.774 -2.232
C -2.089 -0.583 -1.611
F -1.907 -1.228 -0.432
H 0.064 -3.054 -4.542
H 1.285 -2.109 -5.399
H -0.226 -1.343 -4.882
H 0.400 -1.757 -2.498
H 3.082 -2.706 -3.600
H 1.832 -3.739 -2.897
H 2.640 -2.528 -1.891
H 3.087 -0.766 -4.862
H 4.081 1.496 -4.957
H 3.283 3.235 -3.402
H 1.889 4.043 -2.044
H -0.598 2.773 -0.843
H -0.523 3.333 -2.517
H -0.248 4.467 -1.188
H 1.785 2.147 0.324
H 1.660 3.899 0.466
H 3.127 3.166 -0.210
H -0.595 1.386 -3.873
H -2.734 1.064 -4.998
H -4.513 -0.343 -3.958
H -4.030 -1.401 -1.734
C -3.871 5.061 -0.908
C -2.690 5.499 -0.096
C -2.063 6.712 -0.318
C -0.975 7.095 0.454
Cl -0.200 8.629 0.139
C -0.502 6.280 1.461
C -1.119 5.056 1.698
C -2.198 4.665 0.918
O -2.862 3.490 1.061
C -2.475 2.617 2.112
C -1.104 1.943 1.923
O -0.198 2.200 2.706
O -1.100 1.140 0.918
H -4.170 5.844 -1.604
H -4.717 4.820 -0.262
H -3.641 4.156 -1.474
H -2.422 7.368 -1.101
H 0.349 6.585 2.055
H -0.731 4.402 2.468
H -3.232 1.835 2.111
H -2.480 3.140 3.071
*
```

Calculated values
HOMO ... -4.36 eV
Relative energy (zero: lowest compared OMol25 entry of this formula, charge and spin) ... 0.00 kcal per mole
DFT total energy ... -2631.0316 Eh
Lowest unoccupied orbital energy ... 1.8600 eV

These are the Mulliken partial charges, in e, on atoms 1 to 2: number 1, Pt, carries 1.692; number 2, O, carries -0.497

Q: Which formula does entry 3 have?
A: C45H37AsBrCl2N5O2SSc